# C17H39OP3SSc

A molecular structure, C17H39OP3SSc in a non-equilibrium geometry (ωB97M-V with the def2-TZVPD basis set, the OMol25 dataset).

Geometry (Å):
Sc: -0.20119 -0.28780 -0.63448
P: 1.87907 0.95318 0.63154
P: -1.96213 1.64050 -0.02600
P: 0.68582 1.18178 -2.57197
H: -1.02320 -2.95009 -0.49656
C: -0.19579 -2.56335 -1.10501
C: 1.09814 -2.36363 -0.62093
H: 1.38784 -2.65550 0.38481
C: 2.17967 0.46530 2.36983
C: 1.85283 2.78151 0.87069
C: 3.59142 0.76116 -0.01670
C: -3.58378 1.14878 -0.72669
C: -2.43088 1.88942 1.72902
C: -1.82143 3.38348 -0.57415
C: 1.97172 0.26697 -3.49363
C: 1.36519 2.87698 -2.67195
C: -0.76120 1.34742 -3.68147
H: -0.37949 -2.56948 -2.18227
H: 1.94446 -2.15581 -1.29114
H: 2.25032 -0.62934 2.44652
H: 1.36320 0.81533 3.02003
H: 3.12457 0.90200 2.73838
H: 0.99685 3.06278 1.49758
H: 1.77138 3.31130 -0.08572
H: 2.77536 3.10953 1.37207
H: 3.86170 -0.30131 -0.02070
H: 4.30524 1.29806 0.62659
H: 3.68165 1.14602 -1.03924
H: -4.31632 1.95597 -0.58833
H: -3.93354 0.23997 -0.21716
H: -3.47167 0.92942 -1.79699
H: -3.12718 2.73848 1.79781
H: -1.53982 2.11359 2.33303
H: -2.92426 0.99112 2.12755
H: -2.69874 3.93956 -0.21426
H: -1.77392 3.44566 -1.66921
H: -0.91073 3.83305 -0.15550
H: 1.94964 0.62891 -4.52884
H: 1.77850 -0.81677 -3.47820
H: 2.95455 0.45976 -3.03961
H: 1.47696 3.12158 -3.73449
H: 2.34505 2.91457 -2.17955
H: 0.67862 3.58871 -2.19720
H: -0.38673 1.48804 -4.70551
H: -1.37517 2.21305 -3.38074
H: -1.39608 0.44514 -3.66028
C: -0.69393 -3.01449 -5.96724
C: -1.76675 -2.87271 -6.87195
C: -1.94049 -3.80652 -7.90251
C: -1.03528 -4.84940 -8.09570
C: 0.05448 -4.96635 -7.21966
C: 0.24467 -4.05554 -6.18170
S: -0.40916 -1.83555 -4.70469
H: -1.21493 -2.15310 -3.59131
H: -2.47139 -2.05735 -6.71814
H: -2.78814 -3.71653 -8.58414
H: -1.18087 -5.56691 -8.92056
H: 0.76082 -5.77894 -7.36905
H: 1.09270 -4.16378 -5.50527
O: -0.73826 -1.00513 1.47392
H: -0.93615 -0.49995 2.28993
H: -0.80135 -1.95226 1.70332

Summary:
calculated total energy = -79685.260 eV
ΔE to the lowest compared entry with this formula, charge and spin = 0.00 kJ/mol
total charge = +3
frontier orbital gap = 3.7819 eV